P:
{"formula": "C5H5NO", "method": "ωB97M-V with the def2-TZVPD basis set", "charge": 0, "e_lumo_ev": 0.95, "orbital_gap_ev": 10.81, "homo_ev": -9.861, "elements": ["O", "C", "C", "C", "C", "C", "N", "H", "H", "H", "H", "H"], "xyz": [[2.2890, -2.2126, 0.3402], [1.5241, -1.4469, -0.0005], [-1.2109, -0.6129, -0.2487], [-1.7230, -1.6668, -0.5255], [0.6730, 1.1041, -0.3237], [-0.7223, 0.7195, 0.1267], [1.5626, 1.6668, 0.3802], [-2.2091, -2.5862, -0.7650], [0.8940, 0.9282, -1.3813], [-0.8059, 0.8420, 1.2145], [-1.3901, 1.4551, -0.3401], [1.2537, 1.7527, 1.3535]], "mulliken_charge": [-0.188, 0.166, -0.426, 0.155, -0.086, -0.627, -0.620, 0.399, 0.441, 0.278, 0.265, 0.243]}



Q:
{"formula": "C5H5NO", "method": "ωB97M-V with the def2-TZVPD basis set", "smiles": "N#C[C@@H]1C[C@@H]1C=O", "charge": 0, "e_lumo_ev": 0.67, "orbital_gap_ev": 10.94, "homo_ev": -10.277, "elements": ["O", "C", "C", "C", "C", "C", "N", "H", "H", "H", "H", "H"], "xyz": [[-0.9284, -0.4347, 2.5131], [-0.8660, -0.3681, 1.3097], [0.4364, -0.1861, 0.5872], [0.6280, -0.8561, -0.7489], [0.5864, 0.6298, -0.6955], [-0.5987, 1.3497, -1.0758], [-1.5880, 1.9275, -0.9286], [-1.7740, -0.4932, 0.6845], [1.2766, -0.1166, 1.2680], [-0.2476, -1.3418, -1.1727], [1.5794, -1.3253, -0.9668], [1.4958, 1.2149, -0.7741]], "mulliken_charge": [-0.461, -0.168, 0.070, -0.726, 0.008, 0.135, -0.451, 0.308, 0.351, 0.289, 0.269, 0.378]}



If we sort the structures by their calculated energies, the order from most to least stable is Q, P.



P:
{"formula": "C11H23N3O3", "method": "ωB97M-V with the def2-TZVPD basis set", "smiles": "CC(C)[C@H](NC(=O)[C@@H](N)CCCCN)C(=O)O", "charge": 0, "e_lumo_ev": 0.52, "orbital_gap_ev": 9.98, "homo_ev": -9.457, "elements": ["C", "C", "C", "C", "C", "C", "C", "C", "C", "C", "C", "H", "H", "H", "H", "H", "H", "H", "H", "H", "H", "H", "H", "H", "H", "H", "H", "H", "H", "H", "H", "H", "H", "H", "N", "N", "N", "O", "O", "O"], "xyz": [[-1.0693, -0.6956, -1.2927], [0.4778, -0.8019, -1.2580], [-1.8293, 0.4850, -0.5898], [-3.2799, 0.4784, -1.1225], [-4.1458, 1.3980, -0.1463], [-4.3312, 0.9667, 1.2463], [2.5548, -0.1140, -0.1948], [2.3631, -1.0846, 0.9103], [3.3181, 1.2190, 0.1292], [3.1569, 2.1627, -1.3174], [2.8276, 2.1187, 1.3437], [-1.4804, -1.7584, 0.5741], [-1.1331, -2.7283, -1.0174], [-1.4030, -0.8499, -2.3853], [-1.2131, 1.5228, -0.7361], [-1.8986, 0.1512, 0.6072], [-3.2717, -0.7246, -1.3860], [-3.1782, 1.2210, -2.0431], [-3.5417, 2.4486, -0.0704], [-5.2071, 1.6941, -0.4865], [-3.3287, 0.9313, 1.6644], [-4.9129, 1.8568, 1.8774], [-3.9227, -0.9922, 1.1659], [-5.6557, -0.6368, 1.0188], [0.6241, 0.8278, -0.0071], [3.3492, -0.4267, -0.9706], [4.4728, 1.0609, 0.2270], [3.1571, 1.6037, -2.4060], [3.8944, 3.0135, -1.0830], [2.0522, 2.8034, -1.0388], [1.8717, 2.5961, 1.3329], [3.6617, 3.0689, 1.2325], [3.1109, 1.6181, 2.4069], [3.0888, -2.4585, 2.1515], [-1.6348, -1.9707, -0.5357], [-4.7069, -0.5046, 1.6058], [1.2557, 0.1607, -0.5896], [1.1000, -1.7518, -1.7635], [1.1851, -1.1155, 1.5039], [3.4912, -1.6871, 1.4797]], "mulliken_charge": [-0.022, -0.064, -0.143, -0.470, -0.282, -0.938, -0.116, 0.209, -0.118, -0.820, -1.080, 0.298, 0.310, 0.368, 0.345, 0.014, 0.310, 0.200, 0.239, 0.357, 0.414, 0.260, 0.340, 0.275, 0.177, 0.267, 0.421, 0.275, 0.358, 0.148, 0.349, 0.269, 0.271, 0.438, -0.620, -0.655, 0.209, -0.701, -0.568, -0.526]}



Q:
{"formula": "C11H23N3O3", "method": "ωB97M-V with the def2-TZVPD basis set", "charge": 0, "e_lumo_ev": 0.36, "orbital_gap_ev": 9.82, "homo_ev": -9.455, "elements": ["C", "C", "C", "C", "C", "C", "C", "C", "C", "C", "C", "H", "H", "H", "H", "H", "H", "H", "H", "H", "H", "H", "H", "H", "H", "H", "H", "H", "H", "H", "H", "H", "H", "H", "N", "N", "N", "O", "O", "O"], "xyz": [[-2.9212, -0.6144, 0.1788], [-1.4578, -1.0838, 0.2128], [-3.0498, 0.9304, 0.0315], [-2.1428, 1.4710, -1.0978], [-4.5274, 1.3016, -0.0938], [0.5953, -1.7079, -0.7957], [1.1223, -2.7727, 0.1366], [1.3933, -0.3738, -0.6953], [2.8719, -0.7199, -0.5331], [3.8395, 0.4475, -0.4008], [3.5512, 1.3369, 0.8534], [-2.8053, -0.2062, 2.1000], [-3.1720, -1.9991, 1.8945], [-3.5956, -1.0341, -0.6431], [-2.7338, 1.2864, 0.9640], [-1.0655, 1.3631, -0.8931], [-2.4247, 1.1847, -2.1091], [-2.3593, 2.5376, -1.2394], [-4.9293, 0.8259, -1.0905], [-5.0981, 0.8719, 0.7432], [-4.6228, 2.4227, -0.3132], [-1.2690, -1.7284, -1.7724], [0.8507, -2.2237, -1.7242], [1.2956, 0.3322, -1.6912], [1.0797, 0.2834, 0.1890], [3.1307, -1.3234, -1.5094], [2.8225, -1.6293, 0.2176], [3.7151, 1.0809, -1.3081], [4.9287, 0.3920, -0.4044], [3.6977, 0.8233, 1.8343], [2.4654, 1.6705, 0.7429], [4.8408, 2.3756, 2.0677], [3.6146, 3.3970, 0.7189], [0.4662, -1.7897, 1.5288], [-3.5726, -0.9711, 1.5126], [-0.7922, -1.5280, -0.8424], [4.4890, 2.4449, 0.9226], [-0.9615, -0.7690, 1.2995], [1.9571, -3.5424, -0.3936], [0.7736, -2.7624, 1.4022]], "mulliken_charge": [-0.545, 0.337, 0.772, -1.298, -1.433, -0.355, 0.020, -0.173, -0.363, -0.899, -0.414, 0.421, 0.330, 0.519, 0.185, 0.119, 0.338, 0.474, 0.280, 0.375, 0.346, 0.362, 0.444, 0.217, 0.188, 0.295, 0.336, 0.249, 0.443, 0.315, 0.180, 0.316, 0.317, 0.456, -0.749, 0.103, -0.647, -0.765, -0.581, -0.515]}



If we sort the structures by their calculated energies, the order from most to least stable is Q, P.



P:
{"formula": "ArH20O10", "method": "ωB97M-V with the def2-TZVPD basis set", "charge": 0, "e_lumo_ev": -0.29, "orbital_gap_ev": 10.60, "homo_ev": -10.887, "elements": ["Ar", "O", "H", "H", "O", "H", "H", "O", "H", "H", "O", "H", "H", "O", "H", "H", "O", "H", "H", "O", "H", "H", "O", "H", "H", "O", "H", "H", "O", "H", "H"], "xyz": [[-0.6043, -0.7650, -0.2001], [3.1819, -0.6753, 1.0813], [2.8782, -0.9195, 0.2070], [2.4645, -0.1591, 1.4490], [0.3246, 0.1028, -3.1607], [-0.5745, 0.4239, -3.0918], [0.8678, 0.8680, -2.9715], [2.5684, -1.5600, -1.7195], [1.8073, -0.9797, -1.7320], [2.2005, -2.4401, -1.7984], [-3.3854, 0.2012, 2.3466], [-2.9076, -0.6046, 2.1503], [-2.7487, 0.7532, 2.8007], [-2.2907, 0.8982, -3.0796], [-2.4941, 1.4261, -3.8517], [-1.7269, 1.4592, -2.5470], [0.4808, 3.1074, 0.5566], [0.8906, 3.8649, 0.9743], [0.7481, 2.3626, 1.0952], [-2.5023, -2.5094, 1.7915], [-2.9858, -2.6624, 0.9797], [-1.5877, -2.6712, 1.5603], [0.4597, -3.7521, 1.5630], [0.7880, -3.9434, 0.6844], [1.0940, -3.1345, 1.9269], [-0.7310, 2.7643, -1.8083], [-0.2328, 3.0512, -1.0430], [-0.0923, 2.7561, -2.5212], [1.2802, 0.9554, 2.4082], [0.8465, 0.3971, 3.0536], [1.9829, 1.3849, 2.8961]], "mulliken_charge": [0.013, -0.656, 0.388, 0.356, -0.599, 0.293, 0.312, -0.650, 0.310, 0.310, -0.616, 0.360, 0.297, -0.663, 0.313, 0.427, -0.651, 0.290, 0.347, -0.665, 0.333, 0.293, -0.637, 0.306, 0.325, -0.698, 0.391, 0.284, -0.702, 0.280, 0.309]}



Q:
{"formula": "ArH20O10", "method": "ωB97M-V with the def2-TZVPD basis set", "charge": 0, "e_lumo_ev": -0.20, "orbital_gap_ev": 9.28, "homo_ev": -9.479, "elements": ["Ar", "O", "H", "H", "O", "H", "H", "O", "H", "H", "O", "H", "H", "O", "H", "H", "O", "H", "H", "O", "H", "H", "O", "H", "H", "O", "H", "H", "O", "H", "H"], "xyz": [[0.3639, 0.0454, -0.0859], [-1.3263, -2.7974, 1.6654], [-1.1968, -2.7677, 0.7175], [-1.7317, -1.9569, 1.8787], [-3.5726, -0.6762, -0.2530], [-3.3957, 0.0885, 0.2949], [-4.1622, -0.3523, -0.9340], [3.2720, 1.9524, -1.1756], [4.0004, 1.7033, -0.6067], [3.6883, 2.3692, -1.9300], [-1.8940, -0.4952, 3.3326], [-1.3869, -0.2309, 4.1002], [-1.9389, 0.2931, 2.7916], [-2.6514, 1.7265, 1.3673], [-2.1951, 2.4512, 1.7948], [-3.5760, 1.9721, 1.4004], [-1.5427, -2.3724, -1.0850], [-2.1141, -1.6185, -0.9382], [-0.8759, -2.0532, -1.6931], [2.0004, 0.3051, -3.0367], [1.9658, 0.9418, -3.7505], [2.4421, 0.7671, -2.3242], [3.3630, -0.4780, 2.4055], [3.0583, -0.8290, 3.2423], [2.8907, 0.3487, 2.3058], [0.7234, 3.1335, -0.9649], [0.0152, 2.5079, -0.8123], [1.5137, 2.5953, -1.0092], [1.0745, -2.3714, -2.2276], [1.9325, -2.7459, -2.0282], [1.2560, -1.4563, -2.4418]], "mulliken_charge": [-0.025, -0.631, 0.422, 0.261, -0.634, 0.328, 0.291, -0.696, 0.272, 0.313, -0.613, 0.307, 0.318, -0.639, 0.288, 0.286, -0.666, 0.353, 0.355, -0.660, 0.293, 0.426, -0.611, 0.311, 0.299, -0.618, 0.315, 0.359, -0.630, 0.284, 0.343]}



If we sort the structures by their calculated energies, the order from most to least stable is P, Q.



P:
{"formula": "C2H8N3O", "method": "ωB97M-V with the def2-TZVPD basis set", "charge": 1, "e_lumo_ev": -4.55, "orbital_gap_ev": 10.56, "homo_ev": -15.115, "elements": ["C", "C", "N", "N", "N", "O", "H", "H", "H", "H", "H", "H", "H", "H"], "xyz": [[-0.2913, -0.4188, 0.0405], [-1.1173, -1.3898, 0.7563], [0.5066, 0.4113, 0.6195], [-0.4940, -0.4513, -1.2676], [1.3938, 1.7982, -0.1208], [1.7820, 1.4918, -1.2535], [0.0659, -0.0263, -2.0035], [-0.7561, -2.3400, 0.5524], [-2.1493, -1.4415, 0.3357], [-1.2704, -1.3481, 1.9450], [0.6657, 0.4275, 1.6080], [-1.1514, -1.0191, -1.6476], [0.6001, 2.4688, -0.0360], [2.2157, 1.8373, 0.4716]], "mulliken_charge": [0.909, -1.228, -0.404, -0.324, 0.143, -0.454, 0.243, 0.389, 0.340, 0.311, 0.238, 0.162, 0.345, 0.330]}



Q:
{"formula": "C2H8N3O", "method": "ωB97M-V with the def2-TZVPD basis set", "smiles": "CN[N+](=O)NC", "charge": 1, "e_lumo_ev": [-5.84, -5.84], "orbital_gap_ev": [9.72, 9.71], "homo_ev": [-15.551, -15.550], "elements": ["C", "C", "N", "N", "N", "O", "H", "H", "H", "H", "H", "H", "H", "H"], "xyz": [[1.3909, 1.9410, 0.0431], [-1.7395, -1.7303, -0.1024], [0.8797, 0.6877, 0.5928], [-0.7182, -0.9151, 0.5282], [-0.1173, 0.0881, -0.0229], [-0.5686, 0.7751, -1.3757], [0.4428, 2.5764, -0.0720], [2.0739, 2.6016, 0.6609], [1.8007, 1.8599, -0.9609], [-1.8677, -2.5066, 0.6619], [-2.7307, -1.2133, -0.3417], [-1.3919, -2.1330, -1.1279], [1.1297, 0.2830, 1.4487], [-0.2644, -1.1509, 1.3881]], "mulliken_charge": [-0.591, -0.625, -0.178, -0.110, 0.659, -0.428, 0.293, 0.321, 0.286, 0.351, 0.272, 0.287, 0.204, 0.258]}



R:
{"formula": "C2H8N3O", "method": "ωB97M-V with the def2-TZVPD basis set", "charge": 1, "e_lumo_ev": [-5.16, -5.16], "orbital_gap_ev": [9.26, 9.26], "homo_ev": [-14.424, -14.424], "elements": ["C", "C", "N", "N", "N", "O", "H", "H", "H", "H", "H", "H", "H", "H"], "xyz": [[-1.9755, -0.6874, 0.1877], [2.6521, 0.1478, 0.0892], [-1.4438, 0.3905, -0.5282], [-1.2951, 1.4795, -0.1084], [1.3064, 0.4146, -0.0654], [0.6036, -0.4501, -0.6380], [-2.9248, -1.0655, -0.2126], [-1.2575, -1.6256, 0.2892], [-1.9676, -0.4544, 1.2532], [3.2820, 0.6735, -0.5750], [2.8415, -0.9643, -0.2576], [2.8728, 0.3263, 1.1751], [-1.5165, 0.3173, -1.5477], [-1.1774, 1.4978, 0.9384]], "mulliken_charge": [-0.653, -0.609, 0.493, -0.514, 0.107, -0.300, 0.327, 0.302, 0.307, 0.304, 0.335, 0.251, 0.325, 0.326]}



S:
{"formula": "C2H8N3O", "method": "ωB97M-V with the def2-TZVPD basis set", "charge": 1, "e_lumo_ev": -6.19, "orbital_gap_ev": 6.16, "homo_ev": -12.356, "elements": ["C", "C", "N", "N", "N", "O", "H", "H", "H", "H", "H", "H", "H", "H"], "xyz": [[-0.3658, 0.6196, 2.3915], [0.1464, -0.5639, -3.3828], [0.9119, 0.2251, 1.8548], [0.9963, -0.9297, 1.4376], [0.0178, -1.0904, -2.1132], [0.0508, -0.5180, -1.0494], [-0.3170, 1.4457, 3.1767], [-0.8952, 0.9789, 1.5510], [-0.8850, -0.1482, 3.0240], [0.0199, 0.4463, -3.4251], [-0.3535, -1.1779, -3.9956], [1.0789, -0.8892, -3.7975], [1.5576, 0.9561, 1.7862], [0.2615, -1.5681, 1.5109]], "mulliken_charge": [-0.757, -0.645, 0.475, -0.386, -0.113, -0.257, 0.307, 0.360, 0.335, 0.433, 0.316, 0.295, 0.297, 0.340]}



If we sort the structures by their calculated energies, the order from most to least stable is P, R, Q, S.